No. 1
A structure of composition C20H39AuF6N2Si4Te. Source: OMol25; level of theory: ωB97M-V/def2-TZVPD.

Results
HOMO-LUMO gap = 6.8 eV
Energy above the lowest of the compared OMol25 structures with the same formula, charge and spin = 17.6 kcal per mole
Highest occupied orbital energy = -7.5 eV
LUMO level = -0.763 eV
Largest force on an atom = 0.84 eV/Å
Energy = -3055.9129 hartree

Geometry (Å):
1 Au 0.32815 2.17253 -0.06691
2 C -2.52036 1.22613 -0.70559
3 N -1.76633 2.47315 -0.80272
4 C -1.88043 3.08521 -2.12611
5 C -2.17678 3.37461 0.29270
6 C -1.31349 4.62142 0.42838
7 N 0.06495 4.25266 0.16300
8 C 1.06640 5.16833 0.19793
9 C 2.23953 4.93580 -0.54503
10 F 2.29888 3.83614 -1.31929
11 C 3.29391 5.81783 -0.57442
12 F 4.36427 5.51260 -1.32074
13 C 3.26004 7.01692 0.11555
14 C 2.11009 7.28247 0.82754
15 F 2.00795 8.42380 1.52537
16 C 1.05107 6.39892 0.87569
17 F -0.00740 6.73544 1.64364
18 H -3.59543 1.40943 -0.82335
19 H -2.33841 0.78759 0.27347
20 H -2.18552 0.52277 -1.46485
21 H -2.91974 3.35932 -2.34270
22 H -1.53561 2.37363 -2.87478
23 H -1.25394 3.97367 -2.17392
24 H -2.09889 2.78416 1.20908
25 H -3.22894 3.67013 0.18497
26 H -1.50632 5.03041 1.42146
27 H -1.62892 5.38546 -0.29494
28 H 4.08792 7.70916 0.09390
29 F 3.07471 2.21359 0.70222
30 C 1.89358 1.82370 1.21035
31 F 2.00797 0.54879 1.63087
32 H 1.66079 2.43371 2.08632
33 C -2.32339 -2.30643 -2.61568
34 Si -0.90272 -3.32112 -1.93225
35 C 0.35889 -3.57742 -3.29291
36 C -1.55389 -4.99414 -1.38419
37 Si 0.10838 -2.21849 -0.13549
38 Te 0.75516 -0.06449 -1.30201
39 Si 2.12798 -3.29167 0.41923
40 C 3.40639 -2.96224 -0.90408
41 C 1.84117 -5.14691 0.51234
42 C 2.76772 -2.68930 2.07162
43 Si -1.37347 -2.20142 1.65965
44 C -0.89540 -0.97376 2.98855
45 C -3.14655 -1.89894 1.11983
46 C -1.29460 -3.92743 2.39203
47 H -2.72351 -2.78372 -3.51494
48 H -1.97463 -1.30765 -2.89043
49 H -3.13715 -2.20380 -1.89514
50 H -0.11959 -3.99784 -4.18167
51 H 1.14321 -4.26957 -2.97580
52 H 0.83340 -2.63501 -3.58059
53 H -1.95544 -5.54218 -2.24108
54 H -2.35953 -4.88654 -0.65308
55 H -0.76751 -5.60434 -0.93383
56 H 3.05723 -3.26921 -1.89282
57 H 4.32021 -3.52028 -0.67972
58 H 3.65658 -1.90068 -0.94998
59 H 1.52741 -5.54224 -0.45748
60 H 1.08109 -5.41654 1.24898
61 H 2.77215 -5.65132 0.78873
62 H 2.80328 -1.60612 2.10658
63 H 3.78038 -3.06635 2.24414
64 H 2.13678 -3.03788 2.89444
65 H -0.87091 0.05295 2.60756
66 H 0.09193 -1.19900 3.39802
67 H -1.62200 -1.01603 3.80490
68 H -3.25985 -0.96804 0.57106
69 H -3.80314 -1.85960 1.99392
70 H -3.49939 -2.70704 0.47479
71 H -0.30406 -4.12702 2.80931
72 H -1.51569 -4.70201 1.65468
73 H -2.02063 -4.01866 3.20567

Löwdin atomic charge list, values in e, 5 entries: 0.872, -0.147, -0.396, -0.067, -0.211



No. 2
An isolated molecule of C5H10. Source: OMol25; level of theory: ωB97M-V/def2-TZVPD.

Results
SMILES = C=C(C)CC
HOMO-LUMO gap = 10.4 eV
Energy above the lowest of the compared OMol25 structures with the same formula, charge and spin = 18.7 kcal per mole
Highest occupied orbital energy = -9.3 eV
LUMO level = 1.159 eV
Largest force on an atom = 0.84 eV/Å
Energy = -196.4786 hartree

Geometry (Å):
1 C 0.20827 1.30564 1.11773
2 C 0.41653 0.40400 0.17217
3 C 1.63884 -0.46651 0.12245
4 C -0.63515 0.14726 -0.88017
5 C -1.55507 -1.01782 -0.45423
6 H 0.86570 1.50595 1.95076
7 H -0.66280 1.93764 1.11958
8 H 1.90383 -0.69985 -0.91368
9 H 2.53004 0.05714 0.47787
10 H 1.55982 -1.40074 0.68118
11 H -0.13589 -0.11198 -1.80900
12 H -1.21182 1.05038 -1.03044
13 H -2.55489 -0.65086 -0.22543
14 H -1.65392 -1.82218 -1.18211
15 H -1.21818 -1.47099 0.48481

Löwdin atomic charge list, values in e, 5 entries: 0.034, -0.397, -0.068, -0.222, -0.091



No. 3
A structure of composition C27H18N8Pt. Source: OMol25; level of theory: ωB97M-V/def2-TZVPD.

Results
HOMO-LUMO gap (alpha / beta) = 7.1 / 4.9 eV
Multiplicity = 3
Energy above the lowest of the compared OMol25 structures with the same formula, charge and spin = 0.0 kcal per mole
Highest occupied orbital energy (alpha / beta) = -7.4 / -7.9 eV
LUMO level (alpha / beta) = -0.354 / -2.941 eV
Largest force on an atom = 0.79 eV/Å
Energy = -1596.9322 hartree

Geometry (Å):
1 Pt -0.63398 -1.13732 0.27611
2 C 1.79859 -0.47247 5.24561
3 C 1.72782 0.23593 4.04475
4 C 1.00680 -0.25649 2.98249
5 C 0.33793 -1.49471 3.09856
6 C 0.39822 -2.19979 4.32687
7 C 1.12482 -1.68333 5.37790
8 N -0.36329 -1.99693 2.04531
9 N -1.11750 -3.15088 2.34348
10 C -2.06953 -3.29872 1.45424
11 C -2.97469 -4.40637 1.54384
12 C -3.85867 -4.62403 0.53110
13 C -3.88386 -3.77513 -0.59876
14 C -3.03376 -2.67390 -0.69340
15 C -2.14044 -2.38898 0.32231
16 H 2.38155 -0.08441 6.07034
17 H 2.24695 1.17949 3.94235
18 H 0.93790 0.30578 2.06184
19 H -0.11930 -3.14010 4.41163
20 H 1.17941 -2.23200 6.30880
21 H -2.93180 -5.04940 2.41224
22 H -4.53901 -5.46356 0.58487
23 H -4.57652 -3.98042 -1.40464
24 H -3.07487 -2.04568 -1.57410
25 C -3.26170 1.78198 -1.28837
26 C -2.73318 0.63079 -0.74601
27 N -1.52604 0.16243 -1.11806
28 C -0.82831 0.83838 -2.02806
29 C -1.27106 2.01924 -2.59823
30 C -2.52124 2.48530 -2.23013
31 C -0.43872 2.73185 -3.59491
32 C 0.77094 3.24949 -3.40545
33 C 1.53722 3.33859 -2.14357
34 C 2.83670 3.81637 -2.16347
35 C 3.50329 3.89433 -0.95420
36 N 2.93251 3.55412 0.19837
37 C 1.67720 3.12163 0.10835
38 N 0.95049 2.99194 -0.99195
39 H -4.23883 2.11889 -0.97271
40 H -3.27779 0.03911 -0.02693
41 H 0.12618 0.42075 -2.31373
42 H -2.90189 3.40541 -2.65637
43 H -0.89105 2.85161 -4.57446
44 H 1.25416 3.71434 -4.25731
45 H 3.32174 4.09319 -3.08910
46 H 4.53177 4.23288 -0.90617
47 H 1.19378 2.84581 1.03959
48 N 1.27653 -0.37088 -0.26002
49 C 2.10315 -0.50162 -1.06686
50 C 3.08279 -0.63691 -2.02951
51 C 3.60236 -1.93017 -2.31979
52 N 4.02155 -2.97683 -2.55952
53 C 3.50424 0.49637 -2.77615
54 N 3.84045 1.41502 -3.38898

Löwdin atomic charge list, values in e, 5 entries: 1.153, -0.064, -0.068, -0.030, -0.261